Here is 5 unconnected molecules or ions with the total composition C30H35N2O8 in a non-equilibrium geometry from the Open Molecules 2025 dataset. Energies are from ωB97M-V with the def2-TZVPD basis set.

For the energy above the lowest of the compared OMol25 structures with the same formula, charge and spin, the calculation gives 0.0 kJ/mol. The calculation puts the HOMO-LUMO gap at 8.190 eV. As for the total charge: +1. As for the HOMO energy: -0.3939 Eh. Its spin multiplicity is 1.

The geometry in XYZ format:
```
75
C30H35N2O8 (ωB97M-V with the def2-TZVPD basis set)
C -0.99033 -1.56593 -0.62599
C -1.05617 -0.00872 -0.94025
N -1.72321 0.67640 0.19059
C -3.13109 0.90029 0.22326
C -3.31503 1.39561 1.44662
N -2.09114 1.57938 2.09217
C -1.14124 1.14007 1.33224
C -1.87559 2.10824 3.35377
H -0.61187 -1.77682 0.49075
H -0.30905 -2.47533 -1.05153
H -2.07118 -1.96066 -0.52021
H -1.55530 0.30183 -1.72902
H -0.05628 0.41378 -1.13765
H -3.74744 0.62929 -0.62733
H -4.24609 1.70131 2.02783
H -0.08942 1.04065 1.35445
H -1.73786 1.18403 4.29021
H -2.63011 2.66088 3.83784
H -1.06621 2.86585 3.63666
C 4.23119 0.15411 -4.74486
C 3.36597 1.19041 -5.40000
C 2.01290 1.04447 -5.11764
C 1.53871 -0.00463 -4.36003
C 2.34515 -0.93867 -3.63244
C 3.74560 -0.78557 -3.82674
O 4.69791 -1.51009 -3.05243
O 1.07435 1.96091 -5.58989
H 5.26482 0.45707 -4.74184
H 3.74268 2.01180 -5.90367
H 0.52599 -0.23421 -4.17782
H 2.00833 -1.65810 -2.77219
H 5.48789 -1.19734 -3.04706
H 1.07426 2.21315 -6.50979
C -2.93682 -3.81139 3.02638
C -3.65542 -4.83051 2.01602
C -4.41658 -4.41028 1.02547
C -4.83565 -3.07053 1.03149
C -4.16609 -2.06658 1.82040
C -3.22007 -2.48586 2.79119
O -2.69519 -1.40823 3.49615
O -5.02095 -5.34872 0.19757
H -2.17270 -4.23264 3.86209
H -3.39349 -5.82037 2.15069
H -5.64751 -2.36319 0.48359
H -4.55600 -1.12222 1.87264
H -1.90908 -1.62255 3.93451
H -5.62006 -5.00296 -0.43100
C 2.46615 -2.57281 1.40255
C 3.01577 -1.75553 0.23415
C 3.11197 -0.36427 0.42802
C 2.55067 0.11998 1.61795
C 2.21180 -0.60359 2.74278
C 2.13957 -2.00640 2.61467
O 1.67046 -2.74284 3.67581
O 3.57556 0.45315 -0.53865
H 2.43170 -3.68439 1.43559
H 3.35366 -2.30374 -0.57738
H 2.58128 1.27259 1.63428
H 2.00708 0.03188 3.60381
H 0.93881 -2.26708 4.37584
H 3.71305 0.07039 -1.33320
C 2.04530 3.43372 0.32621
C 1.60828 3.07865 -1.08849
C 0.30502 3.23412 -1.52448
C -0.68061 3.75513 -0.65395
C -0.26974 4.15425 0.58421
C 1.03399 4.03562 1.07558
O 1.16306 4.29228 2.46019
O 0.05871 2.82319 -2.86076
H 3.13639 3.42966 0.41283
H 2.28351 2.56240 -1.64637
H -1.57202 3.77485 -1.10867
H -1.09419 4.48616 1.27334
H 2.03168 4.31474 2.75267
H 0.75753 3.06046 -3.36376
```